Model P:
Formula: C6H12
Source: OMol25
Level of theory: wB97M-V/def2-TZVPD

- LUMO level: 1.30 eV
- Total charge: 0

Element x y z (Å)
C -1.834 0.511 0.814
C -1.348 -0.913 0.538
C 0.180 -1.029 0.433
C 0.821 -0.337 -0.758
C 2.138 0.372 -0.611
C 0.907 1.160 -0.945
H -1.376 1.218 0.118
H -1.571 0.827 1.831
H -2.919 0.598 0.705
H -1.698 -1.578 1.342
H -1.801 -1.285 -0.391
H 0.449 -2.092 0.366
H 0.635 -0.663 1.363
H 0.680 -0.877 -1.693
H 2.518 0.477 0.402
H 2.910 0.254 -1.363
H 0.800 1.529 -1.963
H 0.509 1.828 -0.187



Model Q:
Formula: C6H12
Source: OMol25
Level of theory: wB97M-V/def2-TZVPD

- LUMO level: 1.18 eV
- Total charge: 0

Element x y z (Å)
C 2.031 0.906 -0.567
C 1.357 -0.218 0.207
C 0.231 -0.864 -0.572
C -0.784 -1.603 0.235
C -1.372 -0.353 -0.265
C -1.709 0.838 0.566
H 2.414 0.531 -1.523
H 1.310 1.704 -0.783
H 2.864 1.344 -0.007
H 1.023 0.141 1.196
H 2.104 -0.998 0.427
H -0.244 -0.219 -1.363
H -0.596 -1.550 1.310
H -1.195 -2.554 -0.085
H -2.039 -0.526 -1.120
H -2.562 0.601 1.205
H -1.971 1.701 -0.058
H -0.863 1.120 1.198



Of all the structures shown, which is most stable? model P, and model Q is the least stable.